# C10H12N2S

A single C10H12N2S molecule at a distorted geometry (ωB97M-V/def2-TZVPD, the OMol25 dataset).

Computed properties:
- HOMO-LUMO gap (eV) = 8.763
- energy above the lowest of the compared OMol25 structures with the same formula, charge and spin (kJ/mol) = 130.3

Cartesian coordinates (Å):
C  -3.327  0.029  -1.220
C  -1.926  -0.162  -0.509
C  -0.819  0.361  -1.058
C  -0.765  0.945  -2.491
N  -0.612  2.289  -2.487
S  -0.931  -0.018  -3.791
C  0.467  0.047  -0.360
C  1.648  0.504  -0.913
C  2.849  0.122  -0.327
C  2.803  -0.534  0.895
C  1.514  -0.675  1.478
C  1.407  -1.008  2.919
N  0.397  -0.426  0.868
H  -3.198  0.500  -2.260
H  -3.845  -0.935  -1.403
H  -3.982  0.807  -0.743
H  -1.898  -0.598  0.412
H  -0.913  2.833  -1.772
H  -0.948  2.627  -3.340
H  1.582  0.914  -1.879
H  3.710  0.474  -0.860
H  3.670  -0.793  1.362
H  0.299  -0.886  3.188
H  1.805  -1.920  3.252
H  1.922  -0.404  3.570


# C10H12N2S

A single C10H12N2S molecule at a distorted geometry (ωB97M-V/def2-TZVPD, the OMol25 dataset).

Computed properties:
- HOMO-LUMO gap (eV) = 7.461
- energy above the lowest of the compared OMol25 structures with the same formula, charge and spin (kJ/mol) = 207.4

Cartesian coordinates (Å):
C  2.399  1.595  -1.590
C  2.600  0.891  -0.272
S  3.971  1.457  0.669
C  1.653  0.018  0.128
C  1.730  -0.840  1.336
C  0.715  -1.556  1.818
C  -0.723  -1.488  1.456
C  -1.313  -0.487  0.746
C  -2.606  -0.375  0.232
N  -3.056  0.749  -0.398
C  -4.377  0.473  -0.628
C  -4.707  -0.728  -0.107
N  -3.564  -1.301  0.379
H  2.479  2.610  -1.336
H  1.514  1.237  -2.014
H  3.359  1.330  -2.169
H  3.400  1.102  1.840
H  0.951  -0.211  -0.747
H  2.704  -0.974  1.669
H  0.976  -2.342  2.429
H  -1.265  -2.358  1.760
H  -0.719  0.408  0.618
H  -5.126  1.066  -1.133
H  -5.613  -1.233  -0.241
H  -3.585  -2.130  0.873


# C10H12N3

A gas-phase ion, C10H12N3 (charge +1) at a distorted geometry (ωB97M-V/def2-TZVPD, the OMol25 dataset).

Computed properties:
- total charge = +1
- HOMO-LUMO gap (eV) = 7.453
- energy above the lowest of the compared OMol25 structures with the same formula, charge and spin (kJ/mol) = 189.4

Cartesian coordinates (Å):
C  3.002  1.067  -0.154
N  1.728  0.727  0.535
C  0.767  -0.295  0.378
C  0.811  -1.451  -0.575
C  -0.510  -0.290  1.092
C  -1.128  1.004  0.592
C  -2.371  0.775  0.113
N  -3.347  1.550  -0.450
C  -4.463  1.014  -0.734
C  -4.750  -0.435  -0.421
N  -3.909  -1.189  0.218
C  -2.718  -0.569  0.495
C  -1.704  -1.300  1.038
H  2.752  1.997  -0.818
H  3.779  1.245  0.567
H  3.230  0.301  -0.847
H  1.595  1.480  1.218
H  1.077  -2.271  0.066
H  1.539  -1.351  -1.330
H  -0.186  -1.667  -0.985
H  -0.253  -0.179  2.191
H  -0.514  1.946  0.630
H  -5.189  1.534  -1.279
H  -5.723  -0.817  -0.779
H  -1.705  -2.253  1.466


# C10H12N3OS

A gas-phase ion, C10H12N3OS (charge +1) at a distorted geometry (ωB97M-V/def2-TZVPD, the OMol25 dataset).

Computed properties:
- total charge = +1
- HOMO-LUMO gap (alpha / beta) (eV) = 7.859 / 7.858
- energy above the lowest of the compared OMol25 structures with the same formula, charge and spin (kJ/mol) = 269.9

Cartesian coordinates (Å):
C  3.952  -0.037  0.576
C  3.288  1.171  0.842
C  3.461  -0.975  -0.292
C  2.007  1.383  0.342
C  2.225  -0.768  -0.877
C  1.492  0.418  -0.568
C  -1.932  1.714  -0.022
C  -1.457  -1.836  -0.254
C  0.174  0.504  -1.153
C  -2.728  -2.380  0.429
N  -1.197  -0.496  0.083
N  -2.070  0.459  0.424
N  -2.765  2.735  0.454
O  -0.691  -2.442  -0.992
S  -0.656  2.090  -1.069
H  4.797  -0.351  1.023
H  3.673  1.827  1.470
H  3.799  -1.952  -0.580
H  1.310  2.272  0.498
H  1.900  -1.594  -1.554
H  -0.030  -0.104  -2.037
H  -2.944  -3.355  -0.143
H  -3.494  -1.752  0.342
H  -2.617  -2.463  1.442
H  -2.902  0.028  0.814
H  -3.535  2.535  1.058
H  -3.063  3.369  -0.258


# C10H12N4O

A single C10H12N4O molecule at a distorted geometry (ωB97M-V/def2-TZVPD, the OMol25 dataset).

Computed properties:
- HOMO-LUMO gap (eV) = 10.089
- energy above the lowest of the compared OMol25 structures with the same formula, charge and spin (kJ/mol) = 410.8

Cartesian coordinates (Å):
C  -4.550  -0.792  0.432
C  -3.095  -0.436  0.596
C  -2.454  -0.528  -0.724
O  -1.081  -0.397  -0.604
C  -0.586  0.753  -0.400
N  -1.338  1.796  -0.191
N  -0.532  2.807  -0.111
N  0.727  2.367  -0.118
N  0.700  1.013  -0.318
C  2.005  0.479  -0.084
C  2.548  0.347  1.154
C  3.876  -0.083  1.240
C  4.515  -0.584  0.165
C  3.909  -0.661  -1.083
C  2.658  -0.035  -1.122
H  -4.511  -1.768  -0.025
H  -5.187  -0.598  1.359
H  -5.050  -0.121  -0.284
H  -2.786  0.509  0.923
H  -2.697  -1.086  1.321
H  -2.988  0.319  -1.325
H  -2.553  -1.564  -1.180
H  1.985  0.413  2.051
H  4.240  -0.251  2.241
H  5.559  -0.885  0.209
H  4.308  -1.149  -1.982
H  2.379  0.137  -2.139


# C10H12N5

A gas-phase ion, C10H12N5 (charge +1) at a distorted geometry (ωB97M-V/def2-TZVPD, the OMol25 dataset).

Computed properties:
- total charge = +1
- spin multiplicity = 3
- HOMO-LUMO gap (alpha / beta) (eV) = 6.925 / 5.840
- energy above the lowest of the compared OMol25 structures with the same formula, charge and spin (kJ/mol) = 178.8
- <S²> = 2.0297

Cartesian coordinates (Å):
C  2.343  -1.008  1.186
C  -0.739  2.597  0.675
C  0.570  2.242  0.640
C  -1.773  1.705  0.361
C  -0.151  -0.087  0.538
C  0.908  0.891  0.605
C  -1.516  0.317  0.313
C  2.789  0.156  -1.092
C  2.314  0.309  0.496
C  -2.291  -1.853  -0.657
N  0.175  -1.433  0.675
N  0.544  0.453  -1.827
N  1.362  -1.817  1.082
N  1.642  0.148  -1.854
N  -2.506  -0.503  -0.074
H  -0.796  3.717  0.796
H  1.467  2.814  0.643
H  -2.629  2.241  0.208
H  -0.555  -1.998  1.073
H  3.346  1.152  -1.090
H  3.330  -0.791  -1.093
H  2.847  1.114  1.034
H  -3.024  -2.459  -0.333
H  -2.329  -1.859  -1.756
H  -1.335  -2.216  -0.413
H  3.281  -1.398  1.647
H  -3.378  -0.300  0.393


# C10H12NOP

A single C10H12NOP molecule at a distorted geometry (ωB97M-V/def2-TZVPD, the OMol25 dataset).

Computed properties:
- HOMO-LUMO gap (eV) = 8.536
- energy above the lowest of the compared OMol25 structures with the same formula, charge and spin (kJ/mol) = 364.5

Cartesian coordinates (Å):
C  1.838  -2.858  1.092
C  0.916  -1.985  0.872
C  -0.340  -1.619  0.705
C  -1.134  -0.379  0.878
C  -2.437  -0.616  0.342
C  -3.248  0.469  -0.013
C  -2.643  1.751  -0.147
C  -1.287  1.825  0.216
C  -0.519  0.805  0.759
N  0.900  0.955  1.043
P  2.063  1.105  -0.269
C  1.847  2.827  -0.545
O  3.295  0.302  0.058
H  1.682  -3.589  1.897
H  2.973  -2.585  0.908
H  -0.969  -2.388  0.318
H  -2.655  -1.642  0.389
H  -4.336  0.351  -0.290
H  -3.240  2.644  -0.432
H  -0.785  2.795  0.195
H  1.226  0.778  2.003
H  1.504  0.570  -1.501
H  2.428  3.754  -0.029
H  2.039  2.836  -1.680
H  0.805  3.158  -0.456


# C10H12NS

A gas-phase ion, C10H12NS (charge +1) at a distorted geometry (ωB97M-V/def2-TZVPD, the OMol25 dataset).

Computed properties:
- total charge = +1
- HOMO-LUMO gap (alpha / beta) (eV) = 6.648 / 6.482
- energy above the lowest of the compared OMol25 structures with the same formula, charge and spin (kJ/mol) = 667.9

Cartesian coordinates (Å):
C  0.779  2.446  -0.542
C  1.470  1.647  -1.391
C  2.245  -0.620  -2.195
C  -0.483  2.127  0.078
C  1.959  -1.935  -2.117
C  1.419  0.205  -1.334
C  0.428  -0.635  -0.923
C  -0.751  -1.427  2.448
C  -1.659  -0.958  1.306
C  -2.061  0.506  1.045
N  -1.028  1.022  0.294
S  0.641  -2.268  -0.990
H  1.030  3.412  -0.613
H  2.301  1.842  -2.029
H  3.002  -0.315  -2.914
H  -0.981  3.166  0.363
H  2.392  -2.619  -2.738
H  -0.935  -2.455  2.547
H  -0.930  -0.705  3.345
H  0.248  -1.180  2.169
H  -1.344  -1.294  0.323
H  -2.676  -1.612  1.305
H  -2.178  1.001  2.124
H  -2.889  0.648  0.437


# C10H12O

A single C10H12O molecule at a distorted geometry (ωB97M-V/def2-TZVPD, the OMol25 dataset).

Computed properties:
- HOMO-LUMO gap (eV) = 9.871
- energy above the lowest of the compared OMol25 structures with the same formula, charge and spin (kJ/mol) = 404.4

Cartesian coordinates (Å):
C  1.604  1.401  1.054
C  1.401  0.430  -0.054
C  1.301  0.778  -1.453
C  0.081  0.382  -0.793
C  -1.291  0.976  -0.490
C  -1.734  0.122  0.694
C  -1.042  -1.190  0.642
C  -1.179  -2.169  -0.465
C  0.011  -1.321  -0.370
C  1.469  -1.149  0.065
O  2.394  -1.932  0.095
H  1.053  2.362  0.694
H  2.667  1.637  1.320
H  1.020  1.184  2.034
H  1.509  1.774  -1.642
H  1.747  0.169  -2.273
H  -1.969  0.782  -1.393
H  -1.071  1.997  -0.228
H  -1.381  0.712  1.540
H  -2.822  -0.169  0.845
H  -0.996  -1.658  1.663
H  -0.966  -3.223  -0.226
H  -1.807  -1.894  -1.259


| no. | calculated total energy (a.u.) |
| --- | --- |
| 1 | -895.8971 |
| 2 | -895.8678 |
| 3 | -552.1626 |
| 4 | -1025.5818 |
| 5 | -682.3999 |
| 6 | -661.5828 |
| 7 | -859.4764 |
| 8 | -840.6944 |
| 9 | -463.3312 |